Density functional theory data (ωB97M-V/def2-TZVPD) for a cluster of 5 separate species, C47H47Br2ClN4O15P2S in total.

Geometry as XYZ:
```
119
Properties=species:S:1:pos:R:3:forces:R:3
C -4.206901 -0.386616 -4.077550 0.4 2.4 -0.8
C -3.996693 0.964526 -4.472023 -0.6 -1.3 0.9
C -3.802588 2.185042 -3.465488 1.1 2.5 -1.8
O -2.928856 3.031381 -3.805019 -3.2 -3.3 1.4
O -4.552324 2.394211 -2.278169 1.9 -1.3 -1.5
C -3.946800 1.704008 -1.142716 -0.9 -0.5 1.7
C -4.030183 2.697210 0.128186 0.0 -0.6 -0.1
C -3.565289 1.992627 1.493478 0.4 -0.1 -0.1
C -3.459886 3.076897 2.693659 -0.3 0.3 -1.3
C -2.033805 3.802192 2.574163 0.1 -0.6 0.0
C -0.942846 3.351289 3.659181 1.2 0.9 -0.6
C -0.224579 2.000368 3.217861 -2.2 -2.4 1.7
C -0.764263 0.776843 3.742141 1.8 1.2 -1.9
Cl -2.150136 0.658557 4.904127 1.7 -0.3 -1.7
C -0.101360 -0.615209 3.261253 0.1 -0.8 1.2
O 0.062987 -1.590286 4.018509 -0.6 3.2 -2.7
C 0.369287 -0.578515 1.716459 1.0 0.6 -3.2
C 0.267293 -1.754771 0.736593 1.2 3.1 -0.5
Br -0.463173 -3.467713 1.470898 0.7 1.8 -0.9
C 0.697226 -1.604311 -0.772244 0.4 2.2 0.5
P 0.476086 -3.274314 -1.714871 -1.1 -1.0 -0.2
O -0.754005 -3.089370 -2.933375 1.2 0.5 1.4
Br 2.467483 -3.847239 -2.711405 -1.1 1.0 0.3
C 1.241047 -0.290354 -1.386896 -1.6 -0.2 6.1
S 1.680498 -0.137219 -3.159704 3.1 -3.6 -6.3
C 0.876216 1.364651 -3.964329 -1.1 0.4 0.2
O 1.133465 -1.260218 -4.045948 -0.3 2.6 3.4
O 3.181241 -0.199764 -3.439084 -3.6 1.5 2.3
C 1.400178 0.905917 -0.364220 -1.1 -2.2 0.3
P 2.138131 2.623309 -0.764141 0.6 0.6 0.1
C 3.660750 2.448740 -1.926558 0.1 -0.1 -0.5
C 0.838037 3.717594 -1.679658 -0.1 0.4 0.3
C -0.675719 3.361530 -1.279982 0.2 1.5 0.0
C 0.961794 0.764297 1.140347 -0.4 -2.6 -1.7
C 1.045111 1.946281 2.218566 0.7 1.1 0.7
O 1.981113 2.748807 2.371609 -3.1 -2.7 -0.5
H -3.525065 -1.169917 -4.565101 -2.0 0.9 0.1
H -5.057213 -0.636022 -3.363862 2.1 0.2 0.0
H -3.906008 1.230936 -5.587393 1.2 -0.4 2.0
H -2.883214 1.332050 -1.343435 -1.4 0.8 0.2
H -4.611889 0.776930 -0.948214 1.2 1.3 -0.1
H -5.122653 3.028791 0.275603 1.7 -0.4 -0.5
H -3.373722 3.608166 -0.121471 -1.0 -1.3 0.5
H -2.516651 1.555401 1.296866 -1.4 0.5 0.5
H -4.238081 1.100165 1.768838 0.8 1.4 -0.5
H -3.707367 2.649788 3.717877 0.6 0.5 -1.4
H -4.264020 3.872798 2.465564 1.1 -1.2 0.5
H -1.606446 3.489097 1.546475 -0.7 0.9 1.5
H -2.171940 4.931309 2.628482 0.4 -1.5 -0.1
H -1.382601 3.329714 4.716384 0.7 -0.3 -1.8
H -0.125615 4.170525 3.662948 -1.2 -1.3 0.0
H -1.616711 -3.180912 -2.466717 0.9 -0.1 -0.3
H 0.041688 1.669957 -3.251216 1.2 0.0 -0.9
H 1.619209 2.180458 -4.224462 -0.8 -1.1 0.9
H 0.353366 1.077644 -4.952425 1.1 -0.3 1.7
H 4.338145 3.374410 -1.790260 -1.2 -1.5 0.2
H 4.229874 1.491711 -1.644160 -0.8 1.6 -0.5
H 3.381952 2.422665 -3.028166 0.4 -0.2 1.4
H 1.042955 3.802874 -2.796323 -0.5 -0.4 1.4
H 1.035357 4.773812 -1.250203 -0.1 -1.7 -0.7
H -0.894663 2.251340 -1.155602 0.3 1.5 -0.3
H -1.351464 3.883114 -2.052165 0.8 -1.2 1.1
H -0.885892 3.917892 -0.288343 0.3 -1.2 -1.5
O 7.609810 1.794712 1.397504 -0.6 -0.2 0.1
N 6.432080 1.486903 1.506434 0.2 0.2 -0.5
O 5.591426 1.645197 0.634899 0.3 -0.1 0.3
C 5.994435 0.891170 2.770828 -0.3 -0.4 0.8
C 6.910536 0.725135 3.807415 0.1 0.0 0.0
C 6.483282 0.180876 5.013862 -0.2 0.0 -0.2
C 5.153306 -0.196333 5.176441 0.0 0.0 -0.1
C 4.245688 -0.037216 4.133560 0.3 0.1 0.0
C 4.663418 0.508692 2.924619 -0.1 0.0 -0.1
H 7.949058 1.015056 3.693239 -0.2 0.0 -0.2
H 7.186793 0.053134 5.829875 0.0 0.0 -0.1
H 4.822156 -0.615810 6.121734 0.1 0.0 -0.1
H 3.210484 -0.335798 4.265068 0.1 0.0 -0.1
H 3.945682 0.630720 2.120358 0.2 0.1 0.0
O -3.769582 0.252139 -10.015968 0.0 -0.3 0.5
N -3.717234 -0.418200 -8.995524 -0.5 0.2 -0.3
O -4.694214 -0.785892 -8.358519 0.4 0.2 -0.2
C -2.394285 -0.802996 -8.498540 0.7 -0.2 0.3
C -1.253746 -0.372846 -9.173787 0.0 0.1 -0.1
C 0.000992 -0.720863 -8.683707 -0.2 -0.1 0.2
C 0.109965 -1.495248 -7.532022 0.1 0.0 0.0
C -1.033284 -1.930383 -6.868241 0.0 0.1 -0.1
C -2.292035 -1.584689 -7.349862 0.0 0.0 0.1
H -1.324911 0.230861 -10.071625 -0.2 -0.1 0.1
H 0.895449 -0.385611 -9.198081 -0.1 0.0 0.0
H 1.090947 -1.760297 -7.148999 -0.1 0.0 0.0
H -0.942269 -2.536240 -5.972469 0.0 0.1 -0.1
H -3.174327 -1.928056 -6.820908 0.0 0.1 -0.3
O 0.496281 -6.387578 -2.128096 -0.5 -0.4 -0.1
N -0.484893 -7.066306 -2.392565 0.4 0.2 -0.5
O -0.831242 -7.372040 -3.523938 0.1 0.1 0.5
C -1.304377 -7.540609 -1.275339 -0.5 -0.3 0.7
C -0.963080 -7.181261 0.027000 0.1 0.1 0.0
C -1.757184 -7.613460 1.083914 -0.1 -0.1 -0.2
C -2.878033 -8.400736 0.837124 0.0 0.0 0.0
C -3.207444 -8.764644 -0.465309 0.2 0.2 0.1
C -2.420641 -8.334647 -1.528671 -0.1 0.0 -0.1
H -0.092190 -6.568071 0.232202 -0.1 -0.1 -0.3
H -1.504185 -7.334002 2.101397 0.0 0.0 -0.1
H -3.498823 -8.731725 1.664214 0.1 0.0 -0.1
H -4.080560 -9.380893 -0.651559 0.1 0.1 0.0
H -2.689628 -8.622267 -2.539033 0.2 0.2 0.1
O -0.350381 4.411093 7.472398 0.0 -0.6 -0.2
N -0.319083 3.230420 7.159915 -0.4 0.4 0.1
O -1.246258 2.628394 6.632377 0.6 0.4 0.7
C 0.908149 2.481833 7.436827 0.7 -0.5 0.2
C 1.974558 3.118598 8.068738 0.0 0.1 0.0
C 3.129028 2.396658 8.350765 -0.2 -0.2 -0.1
C 3.214280 1.052704 7.998857 -0.1 0.0 0.0
C 2.149456 0.425228 7.358549 0.0 0.3 0.1
C 0.989877 1.138454 7.074990 -0.1 -0.1 -0.1
H 1.920566 4.164915 8.347979 -0.2 -0.1 -0.1
H 3.962677 2.880792 8.848277 -0.1 0.0 -0.1
H 4.115402 0.490874 8.225886 -0.1 0.1 0.0
H 2.222439 -0.621990 7.083866 -0.1 0.1 0.0
H 0.165806 0.637070 6.578477 0.0 0.2 0.1
```
Positions in Å, forces in eV/Å.

Structure (SMILES) ... C=CC(=O)OCCCCCCC1=C(Cl)C(=O)c2c(Br)c(P(O)Br)c(S(C)(=O)=O)c(P(C)CC)c2C1=O.O=[N+]([O-])c1ccccc1.O=[N+]([O-])c1ccccc1.O=[N+]([O-])c1ccccc1.O=[N+]([O-])c1ccccc1
2S+1 ... 1
Orbital gap ... 6.09 eV

Atom charges from the Löwdin analysis, given in e for atoms 1 to 99: C 0.032; C -0.046; C -0.375; O 0.045; O -0.071; C -0.186; C -0.162; C -0.208; C -0.191; C -0.178; C -0.150; C -0.089; C -0.429; Cl 0.716; C -0.309; O 0.017; C -0.052; C -0.492; Br 0.679; C -0.330; P 0.583; O -0.392; Br 0.322; C -0.220; S 0.704; C -0.119; O -0.457; O -0.375; C -0.241; P 0.979; C -0.297; C -0.408; C -0.174; C -0.033; C -0.269; O 0.047; H 0.064; H 0.081; H 0.121; H 0.119; H 0.133; H 0.129; H 0.116; H 0.098; H 0.119; H 0.081; H 0.111; H 0.080; H 0.119; H 0.082; H 0.130; H 0.046; H 0.053; H 0.064; H 0.093; H 0.059; H 0.044; H 0.013; H 0.058; H 0.083; H 0.051; H 0.082; H 0.065; O 0.079; N -0.338; O 0.063; C -0.135; C 0.001; C -0.064; C -0.076; C -0.055; C 0.007; H 0.120; H 0.108; H 0.092; H 0.100; H 0.105; O 0.072; N -0.349; O 0.063; C -0.151; C -0.004; C -0.064; C -0.064; C -0.056; C -0.012; H 0.118; H 0.108; H 0.113; H 0.105; H 0.105; O -0.012; N -0.337; O 0.079; C -0.141; C -0.011; C -0.069; C -0.074; C -0.068

Density functional theory data (ωB97M-V/def2-TZVPD) for a structure of composition C47H47Cl2N7O6SeSi2Ti.

Geometry as XYZ:
```
113
Properties=species:S:1:pos:R:3:forces:R:3
Ti -0.051031 0.033880 -0.390083 -0.9 1.6 2.2
Se 2.266384 2.776569 6.746071 0.0 0.0 -0.1
N 3.067583 1.918850 5.403388 0.0 -0.1 -0.3
C 2.191061 1.802990 4.434519 0.3 0.1 0.6
C 2.461022 1.144786 3.178491 0.4 -0.4 -0.6
C 3.684493 0.562301 2.926581 -0.4 0.3 0.3
C 3.887070 -0.083595 1.708832 -0.1 -0.1 -0.3
C 2.848198 -0.117182 0.798531 0.6 -0.1 0.0
N 1.639753 0.413258 0.992788 -0.5 0.1 0.0
C 1.418837 1.059099 2.195339 0.0 0.2 0.3
C 0.140811 1.583923 2.450002 0.2 0.2 0.2
N -0.837222 1.405914 1.495148 0.6 -0.2 -0.2
C -2.045270 1.861860 1.792378 -0.4 0.1 0.2
C -2.396118 2.515705 2.966310 -0.1 0.0 -0.2
C -1.424413 2.712000 3.931378 0.4 -0.1 0.0
C -0.146436 2.242179 3.692863 -0.6 0.0 -0.3
C 0.889856 2.362280 4.686869 0.1 0.2 0.6
N 0.727165 2.936739 5.856353 -0.2 -0.1 -0.2
H 4.450737 0.624359 3.687118 0.0 0.0 0.0
H 4.824953 -0.564267 1.471577 0.0 0.0 -0.1
H 3.018875 -0.589848 -0.155063 -0.1 0.0 0.0
H -2.831771 1.731824 1.067324 0.1 0.0 0.0
H -3.412802 2.852260 3.104952 0.0 0.0 0.0
H -1.631149 3.215719 4.865515 0.0 0.0 0.0
O -2.960500 -5.570536 3.197224 -0.1 -0.1 0.0
C -2.514087 -4.614225 3.846601 0.3 0.3 -0.3
O -2.527533 -4.342619 5.056993 0.0 -0.1 0.1
C -1.799015 -3.523390 2.962941 -0.2 -0.2 0.3
C -1.081965 -2.489506 3.547054 0.0 -0.1 -0.1
C -0.509646 -1.512943 2.750425 0.1 0.2 0.1
N -0.617960 -1.498173 1.421322 -0.3 -0.1 -0.5
C -1.286610 -2.521537 0.859226 0.1 0.0 0.1
C -1.878009 -3.542837 1.576174 0.0 0.1 -0.2
C -1.293293 -2.497734 -0.643603 -0.7 -0.9 0.7
O -1.910256 -3.285256 -1.313118 0.1 0.3 -0.1
O -0.534071 -1.538825 -1.117966 0.4 -0.8 -0.9
H -0.993551 -2.467187 4.624848 0.0 0.0 0.0
H 0.064093 -0.712181 3.196932 0.0 0.0 0.0
H -2.394487 -4.345347 1.067618 0.0 0.0 0.0
C -2.110039 -0.413393 -3.819524 0.4 0.1 0.2
Si -1.090220 1.163132 -3.540101 -0.2 0.6 -0.5
C 0.486374 1.588220 -4.532505 -0.3 -0.3 0.1
C -2.303524 2.437302 -4.331012 0.1 0.0 0.4
C -0.850745 1.636879 -1.664345 0.0 -0.1 -0.1
C -2.202396 1.393808 -1.152644 -0.6 0.0 -0.1
C -3.354260 2.170781 -1.337373 0.1 0.0 0.0
C -4.579828 1.646223 -0.982691 0.0 -0.1 0.1
C -4.641187 0.392304 -0.377460 0.0 0.1 -0.1
C -3.460793 -0.288904 -0.157363 -0.1 -0.2 0.2
N -2.281169 0.200105 -0.535668 -0.1 0.6 -0.2
Si -0.060568 3.325294 -1.379852 0.7 0.9 0.2
C -0.613861 4.235659 0.198482 -0.1 -0.4 -0.2
C 1.835571 3.199447 -1.234587 -0.4 -0.3 0.0
C -0.289258 4.688303 -2.699949 -0.2 -0.5 -0.1
H -1.777955 -0.927577 -4.721857 0.1 0.0 -0.1
H -3.172937 -0.188244 -3.923652 0.0 0.1 0.0
H -1.983016 -1.121152 -3.004995 0.0 -0.1 0.0
H 0.733119 0.768272 -5.205508 0.1 0.0 0.0
H 1.341329 1.743022 -3.872928 0.1 0.0 0.0
H 0.340583 2.487998 -5.131749 -0.1 0.1 0.1
H -2.301350 2.282467 -5.412863 0.1 -0.1 0.0
H -2.025764 3.476456 -4.152567 0.0 0.0 -0.1
H -3.331901 2.306942 -3.991922 0.0 0.0 0.0
H -3.263560 3.150881 -1.784919 0.0 0.0 -0.1
H -5.491170 2.195829 -1.181230 0.0 0.1 0.1
H -5.581612 -0.041078 -0.071479 0.0 0.0 0.0
H -3.466397 -1.254797 0.334369 0.0 0.0 0.0
H -0.079554 3.871353 1.075571 0.0 0.0 0.1
H -1.681877 4.132489 0.394672 -0.1 0.0 0.0
H -0.396695 5.300189 0.100544 0.0 0.0 -0.1
H 2.127097 2.456829 -0.489058 0.1 0.0 0.0
H 2.254202 4.160542 -0.930548 -0.1 0.1 0.0
H 2.296150 2.934494 -2.189288 0.0 0.0 0.0
H -1.327909 5.013724 -2.783667 0.0 0.0 0.0
H 0.042898 4.370927 -3.689303 0.0 0.0 0.0
H 0.299127 5.562825 -2.417712 0.1 -0.1 0.2
C 6.947004 2.931197 -5.636351 -0.1 0.0 0.1
C 6.566801 2.595404 -4.219575 0.1 0.0 0.0
C 7.301572 3.114828 -3.160914 0.0 0.0 0.0
C 6.946994 2.839299 -1.850015 0.0 0.1 0.1
C 5.883252 1.996254 -1.589011 0.0 0.0 0.0
C 5.159672 1.437325 -2.638607 0.1 0.0 0.0
N 4.117923 0.533395 -2.323210 -0.2 0.1 -0.1
C 4.034668 -0.749918 -2.833369 0.0 -0.1 0.1
C 5.181007 -1.429249 -3.265789 0.0 0.1 0.0
C 5.091073 -2.718120 -3.756175 0.0 0.0 0.0
C 3.863432 -3.364469 -3.831672 0.0 -0.1 -0.1
C 2.721306 -2.695941 -3.432467 0.1 0.1 0.0
C 2.794720 -1.403520 -2.925201 0.2 0.3 0.1
C 1.510343 -0.707965 -2.611466 0.0 -0.6 -1.1
O 0.576544 -0.873673 -3.368639 0.0 0.1 0.1
O 1.451843 0.055248 -1.546352 0.5 -0.2 -0.3
C 5.463078 1.772189 -3.965484 -0.1 0.0 0.1
C 4.610215 1.290759 -5.107510 0.1 0.0 0.1
H 7.917630 3.423109 -5.674836 0.0 0.0 0.0
H 6.209909 3.600613 -6.086082 0.0 0.0 -0.1
H 6.989852 2.032595 -6.253192 0.0 0.0 0.0
H 8.157422 3.747648 -3.363447 0.0 0.0 0.0
H 7.511749 3.265851 -1.031319 0.0 0.0 0.0
H 5.603857 1.749351 -0.572384 0.0 -0.1 0.0
H 3.285584 0.896387 -1.882444 0.1 0.1 0.0
H 6.136994 -0.923642 -3.215037 0.0 0.0 0.0
H 5.989235 -3.223241 -4.089415 0.0 0.0 0.0
H 3.794948 -4.377899 -4.200850 0.0 0.0 0.0
H 1.747190 -3.160202 -3.508121 0.0 0.0 0.0
H 3.689825 0.835693 -4.753702 0.0 0.0 0.0
H 5.141009 0.551196 -5.711684 0.0 0.0 0.0
H 4.347481 2.128593 -5.755021 0.0 0.0 -0.1
Cl 2.773325 -5.449514 -1.199975 0.0 -0.1 0.0
C 2.960553 -4.170313 0.000977 -0.2 0.2 0.0
Cl 1.673959 -2.940836 -0.134440 0.6 -0.8 0.1
H 3.918851 -3.687977 -0.160941 0.0 0.0 0.0
H 2.892675 -4.628511 0.980546 0.0 0.1 0.0
```
Positions in Å, forces in eV/Å.

2S+1 ... 2
Energy relative to the best compared isomer or geometry (same formula, charge and spin) ... 54.4 kJ/mol
Net charge ... -1
Orbital gap (spin up / spin down) ... 4.71 / 6.95 eV

Atom charges from the Löwdin analysis, given in e for atoms 1 to 99: Ti 1.102; Se 1.048; N -0.245; C -0.340; C -0.102; C -0.011; C -0.056; C -0.174; N 0.017; C -0.177; C -0.201; N 0.076; C -0.139; C -0.048; C -0.006; C -0.105; C -0.341; N -0.243; H 0.111; H 0.100; H 0.065; H 0.083; H 0.101; H 0.114; O -0.037; C -0.696; O -0.045; C -0.073; C 0.023; C -0.083; N 0.059; C -0.248; C 0.067; C -0.586; O 0.138; O -0.223; H 0.117; H 0.104; H 0.132; C -0.143; Si 0.570; C -0.159; C -0.188; C -0.354; C -0.440; C -0.041; C -0.045; C -0.042; C -0.081; N 0.017; Si 0.524; C -0.159; C -0.158; C -0.187; H 0.041; H 0.034; H 0.009; H 0.036; H 0.011; H 0.027; H 0.034; H -0.002; H 0.013; H 0.117; H 0.111; H 0.107; H 0.127; H 0.022; H 0.022; H 0.033; H 0.011; H 0.040; H 0.019; H 0.021; H 0.014; H 0.029; C -0.052; C -0.235; C -0.059; C -0.085; C -0.017; C -0.213; N 0.098; C -0.211; C -0.022; C -0.083; C -0.112; C -0.047; C -0.089; C -0.551; O 0.030; O -0.202; C -0.164; C -0.020; H 0.073; H 0.084; H 0.078; H 0.104; H 0.099

no.,strongest force on any atom (Eh/bohr),E_tot (eV)
1,0.1541,-268170.761
2,0.0564,-201488.541